No. 1
The following is a DFT calculation (ωB97M-V with the def2-TZVPD basis set) of C9H19B2BeF6N5O18P as an isolated structure at a distorted geometry.

Results
Electronic energy in Ha: -2987.3426
Orbital gap in eV: 8.0
HOMO energy in eV: -7.3757
Net charge: -1

Structure (XYZ):
```
61
Properties=species:S:1:pos:R:3:forces:R:3
Be -0.045 1.317 -0.811 1.22 0.95 -0.09
B 0.769 3.754 -1.399 0.17 -0.65 0.26
H 1.668 3.776 -1.994 3.19 -0.31 -2.39
H 1.077 3.291 -0.474 1.06 -2.25 3.95
H 0.436 4.749 -1.150 -1.77 3.45 1.15
H -0.013 3.263 -1.957 -3.69 -2.61 -2.59
P 1.108 -0.501 -3.520 -0.06 0.96 0.87
F 1.102 -0.761 -1.877 -0.80 0.19 0.72
F 0.664 -2.013 -3.751 -0.31 -0.07 -0.34
F -0.439 -0.020 -3.373 -0.23 -0.43 -0.87
F 1.187 -0.212 -5.151 -0.06 -0.04 2.17
F 1.438 1.076 -3.081 0.62 -0.51 -1.06
F 2.635 -0.948 -3.397 0.62 0.47 -1.21
O 1.261 -0.262 3.846 -0.53 -1.52 -1.58
C 1.068 -1.261 3.162 0.57 1.14 2.09
O 1.145 -2.507 3.626 -0.12 0.03 -0.31
B 1.047 -3.498 2.528 -0.35 0.46 0.24
O 0.746 -2.622 1.355 -0.14 0.37 -0.62
C 0.737 -1.343 1.666 -0.41 1.56 -1.56
O 0.511 -0.372 0.926 0.33 -1.85 1.33
O -0.022 -4.557 2.694 1.02 2.15 0.04
C 0.571 -5.718 2.624 -0.11 -1.70 -0.54
O -0.009 -6.777 2.628 0.66 0.50 0.18
C 2.115 -5.490 2.402 -0.22 -3.29 0.11
O 2.334 -4.228 2.363 -0.36 1.95 -0.06
O 2.905 -6.403 2.276 -0.60 1.17 0.13
C -4.208 0.751 -3.398 0.79 1.16 -0.40
N -3.554 1.133 -2.094 1.26 0.13 2.51
O -2.360 1.512 -2.021 -2.16 -0.66 -1.34
O -4.245 1.051 -1.076 0.33 0.00 -1.53
H -5.262 0.520 -3.240 0.50 -0.37 0.26
H -3.584 0.043 -3.944 -0.18 -0.40 0.60
H -4.144 1.645 -4.018 -0.05 0.22 0.14
C 1.662 3.086 3.561 0.45 -0.17 0.04
N 0.465 2.760 2.734 -1.31 0.24 0.00
O -0.599 3.016 3.302 0.42 -0.26 -0.38
O 0.542 2.345 1.594 0.74 0.31 1.23
H 2.563 2.679 3.100 -0.25 0.08 -0.01
H 1.500 2.696 4.566 -0.09 -0.34 -0.34
H 1.692 4.168 3.682 0.00 -0.03 -0.44
C 4.357 1.215 -1.737 1.07 -0.34 0.03
N 3.684 0.950 -0.435 -1.58 0.57 -0.07
O 2.519 1.292 -0.322 -0.05 0.08 -0.35
O 4.270 0.405 0.463 1.08 -0.30 0.02
H 3.898 1.997 -2.342 -0.47 -0.33 0.44
H 4.387 0.246 -2.235 -0.27 0.16 -0.16
H 5.389 1.478 -1.504 -0.09 0.02 0.13
C -3.842 2.295 2.055 -0.34 -0.96 0.15
N -2.797 1.288 1.724 -0.05 -2.23 0.65
O -2.837 0.169 2.274 -0.06 2.11 -0.72
O -1.999 1.598 0.884 0.78 0.42 -0.82
H -4.630 1.659 2.458 -0.12 0.52 0.20
H -4.158 2.751 1.116 0.26 0.10 0.23
H -3.428 2.985 2.790 -0.02 -0.04 -0.21
C -1.303 -3.306 -1.017 -0.10 -1.75 0.63
N -1.989 -2.037 -1.270 1.50 0.83 -1.85
O -1.378 -1.002 -1.110 -0.40 -0.02 0.93
O -3.061 -2.101 -1.830 -0.84 -0.10 0.29
H -1.354 -3.952 -1.894 -0.36 0.47 -0.21
H -1.934 -3.775 -0.262 0.28 -0.19 0.17
H -0.257 -3.294 -0.713 -0.37 0.97 0.17
```
Forces are in eV/Å.

***

No. 2
The following is a DFT calculation (ωB97M-V with the def2-TZVPD basis set) of C9H19BeCl4NO17 as an isolated structure at a distorted geometry.

Results
Electronic energy in Ha: -3542.4353
Orbital gap (spin up / spin down) in eV: 4.9 / 6.1
<S²>: 0.751
Spin multiplicity: 2
HOMO energy (spin up / spin down) in eV: 0.7623 / -0.4745
Net charge: -3

Structure (XYZ):
```
51
Properties=species:S:1:pos:R:3:forces:R:3
Be 0.914 -1.337 -0.426 1.28 -0.41 -0.50
Cl 2.250 -3.117 2.477 3.62 -1.54 -3.27
O 3.219 -4.179 2.125 -1.19 0.76 1.37
O 2.663 -1.944 1.761 0.26 1.63 0.40
O 0.999 -3.458 1.893 -2.33 -0.74 0.90
O 2.259 -2.894 3.894 -0.80 0.04 0.79
Cl 4.446 -2.999 -1.429 -2.28 -0.14 1.74
O 4.838 -4.270 -0.888 1.02 -0.72 -0.58
O 2.980 -3.006 -1.369 -0.09 0.68 -0.21
O 4.968 -1.964 -0.602 0.49 0.65 0.18
O 4.847 -2.796 -2.781 0.70 -0.32 -1.11
Cl -0.620 -3.233 -3.088 3.22 -1.67 -2.47
O -0.661 -3.573 -1.719 -1.94 -0.20 2.23
O -1.827 -3.091 -3.848 -1.85 -0.32 0.60
O 0.038 -1.966 -3.175 0.85 1.11 -0.11
O 0.143 -4.334 -3.707 -0.57 1.20 -0.14
Cl 2.905 1.247 -1.474 4.44 -2.13 1.88
O 1.903 0.486 -2.088 -3.17 -0.77 -1.71
O 3.062 0.706 -0.149 0.09 -0.57 0.74
O 4.111 1.129 -2.246 0.20 -0.22 -0.27
O 2.683 2.611 -1.297 -2.13 3.84 -0.40
C 0.035 0.150 2.564 0.24 0.95 -0.41
C -0.943 1.094 1.733 0.75 0.84 1.98
C -0.258 2.519 1.532 -1.81 -1.11 -0.34
C -0.960 3.386 0.430 0.54 -0.46 0.26
C -1.275 2.682 -0.887 -0.34 0.10 1.78
C -1.982 1.285 -0.624 1.50 1.95 -0.23
N -1.113 0.558 0.407 0.11 2.42 -2.33
O -1.466 -0.744 0.370 -0.69 -1.65 0.55
C -3.484 1.339 -0.189 0.48 0.33 -0.04
C -1.886 0.700 -2.018 0.72 -2.19 0.06
C -2.234 1.273 2.634 -0.49 -0.83 -0.74
H -0.150 -0.923 2.622 -0.72 0.13 -0.15
H 1.066 0.177 2.212 0.02 0.23 -0.51
H 0.102 0.557 3.573 -0.21 -0.03 0.17
H -0.414 3.092 2.446 0.54 -0.18 0.34
H 0.783 2.258 1.341 0.09 0.69 -0.29
H -1.940 3.794 0.676 -0.03 0.00 1.19
H -0.313 4.253 0.300 0.03 0.12 -0.35
H -0.350 2.630 -1.460 -0.29 -0.65 -0.26
H -2.007 3.340 -1.354 0.04 -0.11 -0.65
H -4.192 1.556 -0.989 0.36 -0.10 -0.45
H -3.716 2.081 0.575 0.26 -0.14 0.13
H -3.758 0.348 0.175 -0.27 0.01 0.15
H -2.096 -0.370 -2.009 -0.90 -0.07 -0.22
H -0.865 0.605 -2.388 0.30 0.64 0.20
H -2.466 1.250 -2.759 -0.20 -0.04 0.24
H -2.842 0.374 2.526 -0.28 -0.23 -0.23
H -2.124 1.292 3.718 0.85 0.31 -0.05
H -2.883 2.102 2.355 0.24 0.15 -0.05
H -2.390 -0.676 0.622 -0.66 -1.22 0.21
```
Forces are in eV/Å.

***

No. 3
The following is a DFT calculation (ωB97M-V with the def2-TZVPD basis set) of C9H19BrMnNO as an isolated structure at a distorted geometry.

Results
Electronic energy in Ha: -4208.9556
Orbital gap (spin up / spin down) in eV: 7.7 / 3.3
<S²>: 8.765
Spin multiplicity: 6
HOMO energy (spin up / spin down) in eV: -11.3798 / -9.0564
Net charge: +1

Structure (XYZ):
```
32
Properties=species:S:1:pos:R:3:forces:R:3
Mn 4.798 -2.616 -3.325 -0.73 0.16 0.29
Br 2.547 -2.073 -2.369 0.66 -0.17 -0.19
C 0.135 -1.975 1.710 -0.23 -0.41 -0.54
C -0.131 -0.523 1.309 1.00 -0.19 -0.01
C 1.219 0.213 1.326 -0.14 0.80 1.05
C 1.263 1.467 0.460 0.28 -0.33 -0.21
C 0.891 1.071 -0.959 0.21 0.06 0.53
C -0.557 0.586 -1.055 0.59 0.46 -0.75
N -0.673 -0.506 -0.081 -0.76 0.07 0.30
O -1.766 -1.248 -0.269 0.24 -0.17 -0.40
C -1.528 1.717 -0.739 -1.09 -0.01 0.59
C -0.804 0.057 -2.463 0.85 -0.63 -0.74
C -1.171 0.135 2.247 -0.63 -0.24 -0.27
H -0.725 -2.622 1.510 -0.02 0.00 0.36
H 0.977 -2.390 1.155 0.02 0.07 0.00
H 0.349 -2.048 2.772 0.00 0.15 0.06
H 1.351 0.544 2.363 0.00 -0.22 0.00
H 2.049 -0.472 1.165 -0.05 0.00 -0.57
H 0.614 2.244 0.865 -0.05 0.01 -0.01
H 2.276 1.871 0.466 -0.02 -0.01 0.07
H 1.528 0.231 -1.234 0.14 0.07 -0.27
H 1.063 1.886 -1.659 -0.21 -0.06 -0.14
H -1.482 2.024 0.303 0.20 0.22 -0.05
H -2.571 1.431 -0.908 0.14 -0.20 -0.10
H -1.344 2.574 -1.382 0.30 -0.05 -0.03
H -1.489 -0.782 -2.532 -0.43 0.35 0.06
H 0.129 -0.331 -2.893 -0.01 0.02 0.30
H -1.077 0.865 -3.138 -0.38 0.05 0.20
H -0.725 0.947 2.813 0.03 -0.02 0.08
H -2.043 0.522 1.723 0.11 0.09 -0.10
H -1.581 -0.625 2.911 0.19 0.09 0.19
H -1.521 -2.174 -0.091 -0.17 0.03 0.32
```
Forces are in eV/Å.